Record 1
86
Properties=species:S:1:pos:R:3:forces:R:3 method="wB97M-V/def2-TZVPD" energy_ha=-4584.7437 s2=0.777 charge=+1 multiplicity=2 e_homo_ev="-8.01 / -9.71"
N 2.442 0.205 -4.020 0.01 -0.03 0.03
F 0.784 -2.425 -6.009 -0.04 -0.08 -0.11
H -0.544 4.537 -1.157 0.02 0.01 0.02
H -3.638 -0.949 3.499 0.00 0.00 -0.01
C 1.207 1.621 1.995 -0.03 0.20 -0.04
C 1.762 -0.293 -3.016 0.12 0.05 0.12
H 3.597 0.067 5.677 -0.01 0.00 -0.01
H 0.714 4.094 0.996 -0.01 -0.01 -0.01
H -2.873 1.360 -0.017 0.00 0.00 0.00
C 3.582 1.124 5.915 0.02 -0.02 0.03
H -0.527 -3.470 -0.788 0.00 -0.05 0.03
S -2.085 1.408 -4.640 -0.26 0.33 -0.20
C 2.956 2.046 5.072 -0.06 -0.04 -0.11
H 2.345 -0.797 -2.243 -0.02 0.01 0.01
C -4.673 -4.301 -3.630 0.00 -0.01 -0.03
H 4.701 0.822 7.723 0.01 0.01 0.01
C 2.264 1.636 3.845 0.05 -0.04 0.21
H 0.759 1.100 -4.868 -0.01 0.02 -0.02
H 2.323 1.753 -5.410 -0.01 0.00 -0.02
H 4.380 0.960 -4.236 0.02 -0.01 -0.01
H 4.109 -0.638 -4.969 0.00 0.00 -0.01
H 4.241 -0.479 -3.207 0.02 -0.01 -0.01
S -3.306 0.977 -2.979 0.40 -0.17 -0.06
H -3.459 -3.846 0.017 0.03 -0.01 0.02
O 0.522 -0.204 -2.912 -0.49 0.02 -0.20
C 1.026 -2.124 1.898 0.00 -0.09 -0.02
H -3.643 -2.974 2.072 -0.01 0.00 -0.01
H 3.631 4.870 6.818 0.00 0.00 -0.01
C -4.432 -3.211 -4.463 -0.14 -0.07 0.17
H 2.324 -0.474 4.072 0.00 -0.01 0.01
C 4.214 1.531 7.069 -0.04 0.02 -0.06
C -3.040 0.422 0.492 -0.07 0.01 -0.06
Sb -0.127 -3.079 -4.524 -0.27 -0.13 -0.26
C 0.883 -0.795 1.551 -0.03 0.22 0.01
C 0.323 3.289 0.385 0.01 0.06 0.00
C 0.521 1.985 0.792 0.03 -0.02 0.05
C -3.658 -3.091 -1.847 -0.13 -0.04 0.13
F -1.639 -3.553 -5.512 -0.06 0.00 0.09
C -0.872 2.468 -1.510 0.06 -0.10 0.00
N 2.046 0.320 3.526 -0.04 0.08 -0.15
C 4.236 2.886 7.407 0.06 -0.01 0.09
C 2.990 3.390 5.417 0.02 0.07 0.06
N -2.968 -0.681 -0.289 0.15 0.07 -0.07
H -3.589 -1.251 -4.534 0.03 -0.01 -0.01
C 4.941 4.557 8.940 -0.01 -0.04 -0.01
H -4.523 -5.049 -1.621 0.01 0.01 0.01
H 2.511 4.111 4.769 0.00 -0.02 -0.01
S -5.141 0.666 -6.577 0.04 -0.30 -0.21
C 1.366 0.304 2.330 0.05 -0.24 0.13
O 4.877 3.191 8.557 -0.01 0.03 -0.02
H 1.541 -2.411 2.805 -0.01 -0.01 -0.01
N 1.763 2.446 2.941 0.00 -0.08 -0.10
H 5.462 5.152 8.187 0.01 0.01 0.01
C -3.794 -2.123 -3.928 -0.02 0.09 -0.05
C 0.495 -3.099 1.030 0.02 -0.06 0.07
C -0.144 -2.727 -0.112 0.02 0.22 -0.08
C -3.463 -1.994 1.649 -0.03 0.00 -0.10
N -0.708 1.188 -1.141 -0.17 0.05 0.26
F -1.095 -1.345 -4.391 0.05 0.40 0.09
N -3.289 -3.004 -0.507 0.17 -0.03 -0.10
C -3.292 0.381 1.839 0.01 -0.05 -0.04
Sb -5.204 2.229 -5.063 -0.18 0.41 0.11
H -4.720 -3.208 -5.503 -0.01 0.00 0.00
N -3.362 -2.072 -2.649 0.08 -0.02 -0.21
N -0.322 -1.417 -0.495 0.00 -0.04 0.20
C -4.306 -4.238 -2.303 -0.02 0.06 -0.02
F -0.959 -2.974 -2.753 0.03 -0.16 0.22
C -3.243 -1.860 0.276 -0.12 -0.04 0.15
C 0.201 -0.434 0.356 -0.07 -0.14 0.01
Hf -1.494 -0.681 -2.189 0.61 -0.28 -0.23
F 0.212 -4.902 -4.384 0.16 0.01 0.05
C -3.471 -0.867 2.434 -0.01 0.08 0.10
H 0.601 -4.154 1.243 0.01 0.01 0.01
H 1.763 0.167 -6.001 0.00 0.01 -0.02
H -5.163 -5.187 -4.011 0.00 0.01 0.00
C -0.370 3.535 -0.793 -0.02 0.02 -0.03
F 1.446 -2.740 -3.552 0.02 0.10 0.03
H -1.437 2.639 -2.413 0.00 0.02 0.00
H 3.942 4.965 9.106 0.00 0.01 0.00
H -3.324 1.298 2.407 0.00 -0.02 0.02
C 0.014 0.920 -0.006 0.01 -0.03 0.13
C 3.624 3.818 6.575 -0.03 -0.02 -0.06
S -2.898 3.257 -5.119 0.10 -0.19 0.06
C 1.776 0.848 -5.150 0.05 -0.05 0.09
C 3.882 -0.001 -4.115 -0.07 0.04 0.03
H 5.499 4.578 9.871 0.00 0.01 0.00

***

Record 2
16
Properties=species:S:1:pos:R:3:forces:R:3 method="wB97M-V/def2-TZVPD" energy_ha=-1380.9829 e_homo_ev=-8.44
C -0.876 -0.764 0.086 1.83 0.96 0.06
H -1.497 -2.831 -0.105 -0.51 0.70 0.10
H 1.839 -0.959 -0.733 -0.29 -0.61 -0.22
H 2.575 1.489 0.732 0.24 0.28 1.22
C 0.329 0.193 0.151 -4.32 0.01 0.40
C -2.088 1.198 0.363 -0.63 3.56 0.72
H 3.608 0.578 -0.441 -1.46 1.10 0.20
N -2.090 -0.058 0.078 -0.27 -3.32 -0.71
C -0.742 -2.066 0.047 -0.29 -2.13 -0.15
C 1.520 -0.024 -0.328 1.64 1.30 0.39
I -3.819 -1.131 -0.041 -0.11 0.28 -0.08
C 2.582 1.048 -0.229 0.79 -0.35 -1.86
S -0.457 1.764 0.716 1.06 -0.55 -0.45
H 2.339 1.927 -0.908 0.53 -1.19 0.36
S -3.399 2.233 0.445 0.90 -0.59 0.05
H 0.178 -2.597 0.169 0.91 0.54 -0.02

***

Record 3
21
Properties=species:S:1:pos:R:3:forces:R:3 method="wB97M-V/def2-TZVPD" energy_ha=-345.5903 charge=+1 e_homo_ev=-13.80
C -0.116 -1.053 2.384 5.22 -0.80 -2.19
H -0.170 -2.107 2.435 -0.38 -1.29 0.32
H -0.300 -1.070 -3.064 -0.43 1.05 0.37
H -1.234 2.330 0.213 -1.19 1.24 -1.35
C -0.011 -0.786 0.867 -1.58 0.94 0.49
C -0.111 0.571 0.109 -0.63 -0.24 2.57
H -0.290 0.664 -3.169 -0.35 2.15 -1.13
C -0.001 -0.105 -2.555 -0.30 -4.40 2.02
H 0.870 -0.848 2.975 -1.93 0.27 -0.92
C -0.576 -0.223 -1.122 -1.79 -0.52 -1.12
H 1.017 -0.400 -2.502 1.66 0.82 -0.25
N -0.747 1.667 0.717 0.09 -0.88 0.34
N 1.277 1.020 0.104 1.51 1.73 -6.33
H 1.389 2.012 -0.260 -0.43 -1.02 1.10
H -1.710 -0.100 -1.216 1.43 -0.08 0.39
C -0.281 -1.474 -0.248 0.13 1.96 0.29
H 1.658 0.924 0.986 1.51 -0.30 2.15
H -0.399 -2.503 -0.364 -0.25 -1.55 -0.58
H -0.970 -0.645 2.741 -2.45 1.54 1.46
H 1.721 0.511 -0.690 0.65 -0.30 1.28
H -1.015 1.615 1.660 -0.46 -0.33 1.09

***

Record 4
132
Properties=species:S:1:pos:R:3:forces:R:3 method="wB97M-V/def2-TZVPD" energy_ha=-2545.9007 e_homo_ev=-9.76
H 14.330 16.629 8.405 -0.17 0.09 -0.09
H 11.354 11.991 10.465 -0.32 -0.11 -0.14
H 13.507 13.988 9.939 -0.05 -0.57 -0.32
H 17.405 10.069 14.082 0.44 -0.20 0.09
H 13.649 9.104 7.258 -0.18 0.25 -0.32
C 10.346 11.168 6.267 -0.84 -0.19 -1.18
H 8.138 20.226 7.707 0.22 0.16 0.06
H 17.388 17.488 10.278 0.33 0.03 -0.18
H 11.136 21.707 13.154 0.63 -0.21 0.34
O 15.872 17.845 11.512 -0.87 0.49 0.62
C 12.957 14.518 10.702 0.57 -0.12 -0.56
H 13.396 15.080 13.421 -0.28 -0.32 0.63
O 8.319 18.641 6.377 -0.13 0.05 -0.28
H 14.132 17.657 14.160 0.00 0.01 -0.33
C 17.201 13.451 11.027 -0.15 0.75 0.56
O 12.103 20.812 8.897 0.13 -0.13 0.26
O 10.008 16.640 8.160 -0.75 0.06 -0.42
H 8.379 19.565 11.736 -0.12 0.07 0.15
H 6.970 14.890 13.226 -0.23 -0.24 0.12
C 8.923 15.935 8.768 0.10 0.27 0.50
H 16.279 13.931 12.691 0.20 0.15 0.70
O 11.632 17.298 11.753 0.57 0.17 0.67
H 15.281 10.856 13.531 -0.36 -0.10 0.27
H 12.254 16.201 6.433 0.31 0.29 0.24
H 9.028 18.088 6.707 0.32 -0.19 0.19
H 16.046 10.283 11.357 0.59 -0.19 -0.67
H 12.792 15.986 14.883 -0.42 -0.42 0.30
H 5.873 19.030 10.487 0.47 -0.01 0.32
H 15.206 9.070 6.363 0.06 -0.18 -0.48
C 15.060 10.483 10.961 -1.09 0.40 1.76
H 9.099 14.872 8.884 0.34 -0.31 -0.21
C 10.771 20.396 8.597 0.79 -0.13 0.41
H 17.787 12.572 11.308 -0.37 -0.09 0.04
H 7.224 14.489 10.873 0.08 -0.13 0.38
H 10.150 20.979 9.258 -0.52 0.20 -0.04
H 17.409 16.527 11.761 0.23 -0.37 -0.02
H 10.086 10.397 6.991 -0.02 0.41 0.33
C 11.866 8.488 10.042 -0.22 -0.01 0.03
H 13.416 17.632 9.555 -0.13 -0.14 0.26
H 11.226 14.931 5.872 0.14 -0.05 -0.48
H 9.936 13.074 10.537 0.11 -0.41 -0.14
O 7.500 13.816 11.510 -0.10 -0.29 -0.54
H 10.249 18.320 13.037 0.41 -0.21 -0.37
H 14.944 10.289 7.557 -0.03 0.34 0.25
O 15.114 13.035 6.156 0.21 0.02 -0.39
H 17.270 11.712 14.716 -0.39 0.47 -0.43
H 14.346 13.095 6.727 -0.26 0.28 0.19
H 7.876 20.238 10.200 -0.03 0.00 -0.10
O 14.390 11.261 11.995 0.18 0.59 -0.51
H 15.222 7.511 8.057 -0.06 0.02 -0.08
O 16.007 13.669 11.821 0.35 -0.53 -0.96
O 9.329 12.171 6.216 -0.23 0.28 0.94
H 8.238 13.607 13.408 -0.51 0.19 -0.27
H 11.731 15.980 10.697 -0.26 0.46 0.00
O 10.787 12.246 15.317 0.51 -0.37 -0.25
H 7.746 18.641 8.354 -0.30 -0.24 0.43
H 11.069 12.139 13.213 0.03 0.00 0.37
H 8.668 16.305 9.782 0.12 0.21 -0.46
C 10.318 12.127 10.114 0.06 0.28 0.13
H 9.621 12.990 5.804 0.35 -0.30 0.01
O 12.543 9.935 14.919 0.19 -0.45 0.04
H 12.214 21.829 10.529 -0.05 0.23 0.35
H 12.207 9.299 10.692 -0.19 0.41 -0.28
H 14.481 15.407 14.800 0.14 -0.11 0.19
H 16.220 13.236 7.878 -0.37 -0.23 1.19
C 7.686 19.262 7.475 0.21 0.34 -0.46
H 10.259 9.447 9.372 0.59 -0.50 -0.01
O 6.616 18.797 11.069 -0.06 0.22 -0.26
C 14.723 9.265 7.306 -0.05 -0.73 0.66
H 10.768 16.720 8.732 0.23 -0.24 0.46
H 17.840 14.327 11.100 0.20 0.07 0.14
O 15.247 8.425 8.348 0.22 0.35 0.00
C 16.775 16.934 10.976 0.13 0.18 -0.20
C 11.336 21.290 12.172 -1.05 0.45 -0.88
C 12.237 15.137 6.231 -0.27 -0.59 0.21
H 8.068 16.066 8.110 -0.06 0.07 0.03
H 9.682 16.954 12.081 -0.34 -0.19 0.00
H 12.112 14.765 8.157 -0.09 -0.01 0.13
H 11.874 9.842 13.017 0.07 0.03 -0.30
O 13.946 16.963 13.511 0.27 0.54 0.37
H 13.774 15.057 11.201 -0.45 0.41 0.23
H 8.769 11.376 10.998 -0.40 -0.03 0.12
C 7.815 14.390 12.755 0.39 -0.02 0.53
H 10.307 21.121 11.791 0.23 0.13 -0.25
O 9.508 11.011 10.515 0.53 0.27 -0.10
H 12.687 20.114 8.580 0.27 -0.08 -0.17
H 8.592 15.136 12.676 0.40 0.34 -0.21
O 12.051 22.243 11.403 -0.12 -0.46 -0.20
H 16.896 13.423 9.999 -0.26 -0.40 -0.43
H 13.362 9.646 15.338 0.00 0.32 0.04
H 10.781 13.700 13.970 0.04 0.24 -0.20
H 7.034 20.757 11.670 0.10 0.02 0.16
C 10.517 17.315 12.659 0.39 0.49 0.11
C 13.626 15.765 14.240 0.20 0.29 -1.19
H 15.028 18.153 9.057 -0.31 -0.28 -0.06
H 15.273 17.368 12.109 0.11 0.21 -0.09
O 13.460 18.435 7.715 -0.26 -0.10 0.00
H 11.440 7.746 10.730 0.06 -0.17 -0.28
C 12.429 9.214 13.703 -0.44 -0.68 -0.13
H 12.744 8.105 9.529 0.08 -0.27 0.14
H 13.026 14.855 5.536 -0.30 0.19 -0.37
O 10.956 8.855 9.012 -0.38 0.64 0.47
C 16.254 13.481 6.843 0.32 0.11 0.19
H 11.801 20.312 12.130 0.36 -0.23 0.56
H 17.134 12.948 6.521 0.25 -0.17 -0.69
H 13.381 8.901 13.277 0.30 0.56 -0.04
C 16.830 10.715 14.738 -0.08 -0.59 0.88
H 10.684 16.688 13.536 0.01 -0.22 -0.10
O 12.005 15.328 10.032 0.23 -0.28 0.22
H 16.474 14.553 6.809 -0.34 0.08 -0.43
H 10.587 20.612 7.553 -0.50 -0.14 -0.22
H 11.127 11.343 15.456 0.13 0.40 -0.21
H 10.307 12.212 9.025 0.08 0.02 0.04
H 16.931 10.424 15.793 0.26 -0.28 -0.38
C 14.103 17.652 8.724 0.69 0.55 -0.11
H 11.890 8.257 13.800 -0.21 0.33 0.35
H 10.637 19.330 8.837 -0.12 0.22 -0.26
C 11.308 12.757 14.098 -0.62 0.03 -0.26
H 11.355 11.535 6.424 0.05 0.18 0.13
H 6.663 19.481 7.179 -0.22 -0.23 0.17
H 12.485 13.805 11.375 0.00 -0.06 0.17
H 14.694 12.181 11.900 0.00 -0.21 0.07
H 12.383 12.968 14.056 0.02 -0.29 0.46
H 13.992 18.464 6.915 0.09 -0.04 0.06
O 15.461 10.571 14.450 -0.03 0.59 -0.26
H 16.248 16.166 10.422 0.08 -0.54 -0.09
H 14.986 10.969 10.004 0.37 0.16 -0.40
H 10.245 10.676 5.300 0.74 -0.34 -0.16
C 7.513 19.911 11.176 -0.32 -0.35 -0.28
H 12.506 17.278 12.224 -1.02 0.22 -0.06
O 12.467 14.323 7.376 0.34 0.08 0.26
H 14.470 9.589 10.953 0.10 -0.70 -0.41

***

Record 5
12
Properties=species:S:1:pos:R:3:forces:R:3 method="wB97M-V/def2-TZVPD" energy_ha=-679.6209 e_homo_ev="-8.68 / -8.70"
H -1.517 -0.869 1.605 0.83 0.79 -0.38
S 3.312 -1.077 -0.110 0.36 -0.22 1.15
H -0.098 -1.390 -0.703 0.47 -0.19 0.21
C -0.099 -0.449 -0.155 -1.95 1.91 -0.54
N 1.654 -0.724 1.991 2.91 -0.03 -2.37
N 2.017 -0.447 0.696 1.00 -0.35 0.49
N 0.397 -0.631 2.260 -2.71 0.51 -0.26
C -0.490 -0.562 1.291 -0.37 -1.39 0.70
C 1.163 0.359 -0.169 1.22 1.33 -0.85
H 1.105 1.418 0.307 -0.42 -1.75 -0.77
H 1.732 0.452 -1.194 -1.45 -0.18 2.12
H -0.856 0.159 -0.706 0.12 -0.43 0.51

***

Record 6
10
Properties=species:S:1:pos:R:3:forces:R:3 method="wB97M-V/def2-TZVPD" energy_ha=-1435.2452 e_homo_ev=-8.36
H 2.964 -2.328 -1.598 -0.24 -0.38 0.78
C 0.150 -0.297 -0.672 -0.76 0.16 1.22
H 0.068 -0.270 -1.761 -0.03 0.26 0.48
Cl -1.602 1.690 -0.620 -0.35 -0.01 0.00
C 2.169 -1.583 -1.538 1.44 -0.06 -2.17
H 2.739 -0.665 -1.671 -0.16 0.26 -0.23
H 1.608 -1.773 -2.491 -0.13 0.24 1.17
S 1.298 -1.446 -0.014 -0.68 -0.29 -0.01
C -0.648 0.451 0.115 0.79 0.05 -1.48
Cl -0.643 0.471 1.815 0.12 -0.24 0.23

***

Record 7
31
Properties=species:S:1:pos:R:3:forces:R:3 method="wB97M-V/def2-TZVPD" energy_ha=-1131.8512 e_homo_ev=-8.39
H 3.573 1.101 1.385 3.13 0.26 -0.85
C 1.288 -0.506 -0.211 0.51 3.79 3.36
H -4.055 1.248 -2.523 0.91 0.58 -0.85
H 1.971 1.465 -0.933 -0.22 -0.62 0.30
C 1.196 1.110 -0.189 2.70 -1.77 -3.04
H 0.349 1.451 -0.786 -0.66 0.09 1.08
H -4.255 -0.390 -1.136 0.15 -0.69 -1.54
H 1.024 -2.714 2.046 0.54 -0.12 0.02
H -1.050 0.714 -2.795 0.28 0.26 -0.14
C -1.858 0.800 -2.079 0.09 2.49 0.21
H 1.267 -3.055 0.430 -1.55 -1.72 -2.78
P -1.929 -0.747 -1.061 -0.39 0.47 -0.71
H -1.824 1.853 -1.613 0.40 -1.80 -0.24
S -2.492 0.269 0.709 -0.21 -0.63 0.23
H 3.183 -0.926 2.698 -1.84 0.85 -1.76
C 1.714 -2.573 1.194 -1.33 2.28 1.42
H -3.901 -1.574 -2.539 -0.23 -0.24 0.02
C 1.631 1.789 1.071 -2.13 0.31 2.38
C -3.214 0.583 -2.784 0.50 -0.25 -0.71
C 2.272 -0.373 2.127 2.26 -0.18 0.53
H 1.873 2.858 0.932 -0.24 -0.46 -0.07
C -3.588 -0.688 -2.009 -0.01 -0.13 1.66
H -3.024 -0.918 1.044 -0.11 0.20 0.70
H 0.726 -0.983 -0.938 -0.45 -1.14 -1.41
C 1.739 -1.077 0.914 0.83 -1.57 0.12
H 1.516 -0.437 2.895 -0.58 0.17 0.28
H 0.790 1.696 1.808 0.04 0.75 -0.71
H 2.650 1.439 2.973 0.93 0.61 -1.46
H -2.895 0.549 -3.885 -1.62 -0.29 1.33
H 2.629 -3.055 1.355 1.56 -0.28 0.57
C 2.697 1.092 1.898 -3.26 -1.22 2.07

***

Record 8
25
Properties=species:S:1:pos:R:3:forces:R:3 method="wB97M-V/def2-TZVPD" energy_ha=-1255.9019 e_homo_ev=-7.57
C -3.268 -1.423 0.207 -0.37 0.52 1.78
H -2.406 -2.012 -0.142 -0.65 -0.16 0.43
C -4.155 -0.858 -0.830 -0.26 1.29 -2.86
H 2.803 2.410 -0.154 0.74 0.73 -0.26
C 4.712 0.307 -0.012 -1.66 0.80 -0.59
H -4.939 -1.488 -1.337 0.75 0.28 1.03
S -2.326 0.074 1.030 -0.02 -0.52 -0.96
H -3.075 1.802 -0.533 0.11 -1.56 1.89
H 5.012 -0.756 0.020 0.37 0.73 -0.41
H -3.943 -1.743 1.063 1.25 -0.55 -0.99
N -1.054 0.105 0.211 -0.40 0.27 -0.76
C 2.471 -0.897 0.283 0.17 1.03 -0.72
H -3.530 -0.430 -1.730 -1.08 -0.65 1.68
C 2.364 1.454 -0.024 0.63 -0.74 1.39
C 1.080 -0.900 0.240 0.74 -1.33 1.16
C 0.315 0.253 0.293 0.07 0.39 0.34
H 0.652 -1.902 0.346 -0.44 0.55 -0.25
N -3.391 1.241 0.333 -0.57 1.89 -1.21
H 3.023 -1.821 0.315 -0.03 -0.31 0.12
H 0.455 2.522 0.137 0.98 -2.40 0.43
H 4.918 0.877 -1.018 0.34 -1.19 2.16
C 3.178 0.291 0.110 -0.83 0.42 -0.51
H 5.048 0.808 0.923 0.45 -0.07 -1.02
C 1.006 1.484 0.244 -1.24 1.18 -1.37
S -4.947 0.603 0.026 0.94 -0.60 -0.50